The following is a DFT calculation (ωB97M-V with the def2-TZVPD basis set) of C43H40AsN9O3SYb as an isolated structure in a non-equilibrium geometry.

CARTESIAN COORDINATES (ANGSTROEM)
1 Yb 0.4784 1.4700 0.1247
2 C -0.6306 5.8702 -0.2247
3 C -0.1246 4.5788 0.3231
4 N 0.5288 3.7162 -0.3534
5 N 0.8049 4.0199 -1.6842
6 C 1.1923 2.9739 -2.3577
7 O 1.2298 1.7420 -1.9205
8 C 1.5209 3.1935 -3.7932
9 C 2.2985 2.2410 -4.4436
10 C 2.6148 2.3888 -5.7870
11 C 2.1422 3.4887 -6.4896
12 C 1.3666 4.4445 -5.8421
13 C 1.0598 4.3032 -4.4966
14 C -0.3592 4.2196 1.7513
15 C -1.0525 5.0691 2.5905
16 C -1.2279 4.7095 3.9196
17 C -0.6907 3.5181 4.3625
18 C -0.0208 2.7171 3.4514
19 N 0.1402 3.0442 2.1710
20 H -0.2476 6.0282 -1.2251
21 H -0.3368 6.7071 0.4114
22 H -1.7240 5.8488 -0.2611
23 H 2.6769 1.3984 -3.8792
24 H 3.2335 1.6512 -6.2824
25 H 2.3814 3.6050 -7.5392
26 H 0.9998 5.3038 -6.3886
27 H 0.4597 5.0431 -3.9830
28 H -1.4528 5.9990 2.2141
29 H -1.7717 5.3581 4.5948
30 H -0.7936 3.1949 5.3892
31 H 0.3990 1.7692 3.7619
32 C -2.8251 -6.6509 0.2575
33 O -3.2407 -5.3311 -0.0752
34 C -3.6308 -4.5252 0.9440
35 C -4.1028 -3.2622 0.5770
36 C -4.5037 -2.3591 1.5386
37 C -4.4508 -2.7082 2.8886
38 C -4.0446 -3.9766 3.2406
39 C -3.6046 -4.8891 2.2838
40 N -4.9121 -1.8885 4.0025
41 N -4.6991 -0.6689 4.0624
42 C -3.8038 -0.0231 3.1153
43 C -4.3104 0.9803 2.3557
44 C -3.5503 1.5780 1.3236
45 C -2.2590 1.1971 1.0821
46 O -1.5549 1.6285 0.0333
47 C -1.6481 0.2981 2.0336
48 N -0.2841 0.1156 1.9720
49 C 0.2971 -0.7204 2.7939
50 C -0.4049 -1.4141 3.7946
51 C -1.7455 -1.2034 3.9164
52 C -2.4197 -0.3329 3.0226
53 H -2.5865 -7.1394 -0.6812
54 H -3.6243 -7.1992 0.7591
55 H -1.9395 -6.6339 0.8957
56 H -4.1507 -3.0141 -0.4761
57 H -4.8801 -1.3922 1.2324
58 H -4.0663 -4.2554 4.2883
59 H -3.2757 -5.8685 2.5947
60 H -5.3466 1.2643 2.5013
61 H -3.9988 2.3154 0.6684
62 H 1.3741 -0.8296 2.6978
63 H 0.1252 -2.0797 4.4623
64 H -2.3014 -1.6886 4.7067
65 C -2.1789 -1.7479 -3.0389
66 As -0.7050 -0.5649 -2.7313
67 C 0.5365 -1.0393 -4.0895
68 C -1.4590 1.1302 -3.2005
69 S 0.0999 -1.0990 -0.8239
70 H -2.4327 -1.7256 -4.0976
71 H -3.0310 -1.4130 -2.4504
72 H -1.8949 -2.7510 -2.7347
73 H 0.1127 -0.8279 -5.0706
74 H 0.7243 -2.1038 -3.9758
75 H 1.4522 -0.4740 -3.9474
76 H -2.2954 0.8763 -3.8485
77 H -0.7176 1.7167 -3.7369
78 H -1.8073 1.6507 -2.3120
79 N 6.9143 -6.5862 -0.9631
80 C 6.4396 -5.5838 -0.6647
81 C 5.8363 -4.3227 -0.2825
82 C 6.5775 -3.3829 0.4241
83 C 6.0006 -2.1766 0.7796
84 C 4.6831 -1.9280 0.4347
85 C 3.9298 -2.8599 -0.2585
86 C 4.5145 -4.0598 -0.6252
87 N 4.0859 -0.6787 0.8025
88 C 4.2678 0.0129 1.9921
89 C 3.4608 1.0977 1.9166
90 N 2.7928 1.1017 0.7001
91 C 3.1971 0.0181 0.0677
92 H 7.6061 -3.5937 0.6832
93 H 6.5805 -1.4292 1.3047
94 H 2.8901 -2.6611 -0.4948
95 H 3.9428 -4.8026 -1.1650
96 H 4.9233 -0.3437 2.7680
97 H 3.3245 1.8845 2.6400
98 H 2.9027 -0.2717 -0.9277

Computed properties:
⟨S²⟩: 0.75
Spin multiplicity: 2
Gap between HOMO and LUMO (alpha / beta), eV: 7.0296 / 7.0301
Net charge: +1
Lowest unoccupied orbital energy (alpha / beta), eV: -2.7802 / -2.7843
M, g mol⁻¹: 1010.88